Molecular formula: C4H6AgO2
Method: DFT, ωB97M-V/def2-TZVPD

## Properties
Electronic energy (eV): -12326.716
Largest force on an atom (eV Å⁻¹): 4.99
Frontier orbital gap (eV): 6.75
E_HOMO (eV): -12.8
LUMO energy (hartree): -0.2212

```
! wB97M-V def2-TZVPD RIJCOSX def2/J DEFGRID3
* xyz 1 1
C -0.479 1.470 0.659
O -1.574 2.262 0.555
H 0.387 2.084 0.925
H -2.394 1.756 0.566
C 0.915 -1.375 -1.590
C 0.831 -0.867 -0.328
C -0.124 0.193 0.033
O -0.665 0.139 1.344
Ag -0.050 -1.570 2.693
H 1.409 -2.331 -1.766
H 0.818 -0.737 -2.475
H 1.264 -1.466 0.477
H -0.339 0.442 -1.094
*
```

=====

Molecular formula: C4H6B5F20LiO3
Method: DFT, ωB97M-V/def2-TZVPD

## Properties
Electronic energy (eV): -68354.762
Largest force on an atom (eV Å⁻¹): 1.03
Frontier orbital gap (eV): 7.93
E_HOMO (eV): 0.0
LUMO energy (hartree): 0.2906

```
! wB97M-V def2-TZVPD RIJCOSX def2/J DEFGRID3
* xyz -4 1
Li -1.419 0.034 0.360
B -2.707 -2.872 1.013
F -2.296 -3.646 2.121
F -1.867 -3.154 -0.076
F -4.046 -3.207 0.696
F -2.649 -1.477 1.361
B -3.773 -0.038 -1.842
F -3.848 -1.402 -2.177
F -3.751 0.723 -3.042
F -4.879 0.378 -1.093
F -2.537 0.189 -1.139
B 0.222 2.984 0.011
F 1.589 2.689 0.208
F -0.233 3.766 1.092
F 0.121 3.797 -1.165
F -0.551 1.823 -0.137
B -2.418 1.553 3.117
F -2.777 2.858 3.622
F -2.795 1.449 1.761
F -1.041 1.392 3.277
F -3.132 0.611 3.899
B 0.950 -1.586 2.275
F 0.245 -1.755 3.466
F 1.441 -2.840 1.830
F 0.134 -1.042 1.224
F 2.048 -0.717 2.507
C 3.961 1.205 -1.222
C 3.298 0.332 -2.249
C 3.441 -1.198 -2.044
O 2.136 -1.666 -1.813
C 1.243 -0.616 -1.796
O 0.107 -0.772 -1.547
O 1.880 0.521 -2.174
H 3.536 2.205 -1.225
H 5.042 1.264 -1.411
H 3.782 0.827 -0.214
H 3.654 0.517 -3.269
H 4.131 -1.441 -1.233
H 3.759 -1.689 -2.973
*
```

=====

Molecular formula: C4H6BaFO4
Method: DFT, ωB97M-V/def2-TZVPD

## Properties
Electronic energy (eV): -15837.673
Largest force on an atom (eV Å⁻¹): 5.66
Frontier orbital gap (eV): 5.06
E_HOMO (eV): -10.6
LUMO energy (hartree): -0.2039

```
! wB97M-V def2-TZVPD RIJCOSX def2/J DEFGRID3
* xyz 1 1
C 0.246 -0.941 -2.758
O 1.053 -0.773 -1.634
H 0.044 0.015 -3.283
H 0.740 -1.625 -3.478
H -0.739 -1.376 -2.496
C -0.603 0.828 2.238
O 0.586 0.313 2.104
C 0.480 -0.296 0.156
C -0.495 0.854 -0.055
O -1.290 1.000 1.152
O -1.124 0.772 3.370
F -0.178 -1.474 0.425
H 1.549 -0.131 0.306
H 0.042 1.788 -0.241
H -1.216 0.648 -0.850
Ba 0.905 0.399 5.042
*
```

=====

Molecular formula: C4H6BeFO4
Method: DFT, ωB97M-V/def2-TZVPD

## Properties
Electronic energy (eV): -15546.919
Largest force on an atom (eV Å⁻¹): 14.93
Frontier orbital gap (spin up / spin down) (eV): 4.69 / 4.27
E_HOMO (spin up / spin down) (eV): -6.2 / -6.2
⟨S²⟩: 0.750
LUMO energy (spin up / spin down) (hartree): -0.0542 / -0.0693

```
! wB97M-V def2-TZVPD RIJCOSX def2/J DEFGRID3
* xyz 0 2
C 0.708 -0.865 -2.464
O 1.465 -0.053 -1.663
H -0.155 -0.346 -2.955
H 1.290 -1.321 -3.308
H 0.249 -1.734 -1.928
C -0.629 0.600 2.276
O 0.604 0.842 1.906
C 0.747 0.536 0.439
C -0.710 0.479 0.017
O -1.412 0.277 1.271
O -0.934 0.246 3.410
F 1.349 -0.688 0.401
H 1.350 1.360 0.057
H -1.044 1.421 -0.422
H -0.926 -0.367 -0.639
Be -1.951 -0.385 3.602
*
```

=====

Molecular formula: C4H6BiO3
Method: DFT, ωB97M-V/def2-TZVPD

## Properties
Electronic energy (eV): -16186.355
Largest force on an atom (eV Å⁻¹): 5.95
Frontier orbital gap (spin up / spin down) (eV): 8.31 / 6.00
E_HOMO (spin up / spin down) (eV): -24.3 / -22.5
LUMO energy (spin up / spin down) (hartree): -0.5864 / -0.6083

```
! wB97M-V def2-TZVPD RIJCOSX def2/J DEFGRID3
* xyz 3 1
C -1.140 0.070 2.024
C -1.109 0.555 0.794
O -2.004 0.408 2.963
H -1.047 -1.040 1.646
H -1.827 1.254 0.366
H -2.107 -0.289 3.622
O -0.035 0.063 -0.154
C -0.061 0.290 -1.403
O 1.070 0.084 -2.017
Bi -1.066 1.707 -2.764
C 2.140 -0.648 -1.375
H 2.505 -0.079 -0.513
H 1.768 -1.626 -1.052
H 2.914 -0.751 -2.137
*
```

=====

Molecular formula: C4H6Br2O2
Method: DFT, ωB97M-V/def2-TZVPD

## Properties
Electronic energy (eV): -148418.015
Largest force on an atom (eV Å⁻¹): 4.70
Frontier orbital gap (spin up / spin down) (eV): 7.15 / 7.14
E_HOMO (spin up / spin down) (eV): -8.8 / -8.8
LUMO energy (spin up / spin down) (hartree): -0.0597 / -0.0597

```
! wB97M-V def2-TZVPD RIJCOSX def2/J DEFGRID3
* xyz 0 1
C -0.211 0.795 0.360
C -0.556 -0.326 -0.184
C -0.871 3.017 0.951
C 1.070 -2.995 -1.048
O -1.174 1.667 0.674
O 1.427 -1.867 -0.362
Br 1.503 1.080 0.977
Br -1.717 -1.429 -0.862
H -0.275 3.555 0.309
H -0.189 3.049 1.980
H -1.763 3.705 1.019
H 0.048 -3.400 -0.778
H 1.662 -3.894 -0.878
H 1.047 -2.957 -2.157
*
```

=====

Molecular formula: C4H6Br4S
Method: DFT, ωB97M-V/def2-TZVPD

## Properties
Electronic energy (eV): -295249.129
Largest force on an atom (eV Å⁻¹): 2.13
Frontier orbital gap (eV): 9.20
E_HOMO (eV): -9.4
LUMO energy (hartree): -0.0073

```
! wB97M-V def2-TZVPD RIJCOSX def2/J DEFGRID3
* xyz 0 1
C 0.600 1.267 1.075
C -1.151 -1.076 -1.866
C 0.803 1.123 -0.242
C 0.224 -1.446 -1.307
S 1.582 -0.185 -1.116
Br 0.141 2.419 -1.451
Br -0.054 1.263 5.259
Br 0.991 -2.886 -2.397
Br -0.128 -2.257 0.491
H 1.096 0.550 1.754
H 0.223 2.070 1.717
H 0.299 2.007 4.108
H -1.739 -1.922 -2.156
H -1.082 -0.383 -2.734
H -1.804 -0.545 -1.136
*
```

=====

Molecular formula: C4H6BrF6LiO7S2
Method: DFT, ωB97M-V/def2-TZVPD

## Properties
Electronic energy (eV): -126802.913
Largest force on an atom (eV Å⁻¹): 5.30
Frontier orbital gap (spin up / spin down) (eV): 7.80 / 3.98
E_HOMO (spin up / spin down) (eV): -5.9 / -5.8
⟨S²⟩: 0.752
LUMO energy (spin up / spin down) (hartree): 0.0714 / -0.0684

```
! wB97M-V def2-TZVPD RIJCOSX def2/J DEFGRID3
* xyz -1 2
Li -0.465 -0.491 -1.113
Br -1.712 -2.244 -2.820
C 2.379 -1.173 2.405
F 3.183 -0.805 1.418
F 2.936 -1.933 3.330
F 1.816 -0.105 2.999
S 0.978 -2.166 1.427
O 1.538 -3.507 1.139
O -0.141 -2.253 2.411
O 0.674 -1.411 0.177
C -3.208 1.862 1.607
F -3.700 2.721 0.630
F -1.973 2.304 2.063
F -4.079 1.871 2.655
S -3.133 0.037 0.911
O -2.902 -0.923 2.023
O -4.401 -0.339 0.344
O -2.018 -0.001 -0.063
C 2.450 0.479 -2.351
C 1.046 1.038 -2.678
O 0.230 1.404 -1.604
H 2.496 -0.488 -1.850
H 2.912 1.210 -1.687
H 3.020 0.437 -3.279
H 0.449 0.307 -3.223
H 1.265 1.823 -3.402
H 0.362 2.346 -1.471
*
```

=====

Molecular formula: C4H6BrN2
Method: DFT, ωB97M-V/def2-TZVPD

## Properties
Electronic energy (eV): -77259.930
Largest force on an atom (eV Å⁻¹): 4.46
Frontier orbital gap (eV): 10.66
E_HOMO (eV): -14.6
SMILES string: C[n+]1[nH]ccc1Br
LUMO energy (hartree): -0.1456

```
! wB97M-V def2-TZVPD RIJCOSX def2/J DEFGRID3
* xyz 1 1
C 0.491 -1.728 0.217
C -0.880 -1.667 -0.043
C 1.017 -0.428 0.216
C 0.057 1.815 -0.071
N -1.167 -0.337 -0.150
N -0.033 0.378 0.034
Br 2.740 0.369 0.198
H 1.152 -2.537 0.570
H -1.652 -2.410 -0.287
H -0.862 2.254 0.079
H 0.815 2.139 0.580
H 0.414 2.082 -1.183
H -2.092 0.071 -0.160
*
```

=====

Molecular formula: C4H6BrN2
Method: DFT, ωB97M-V/def2-TZVPD

## Properties
Electronic energy (eV): -77257.479
Largest force on an atom (eV Å⁻¹): 4.45
Frontier orbital gap (spin up / spin down) (eV): 7.90 / 7.90
E_HOMO (spin up / spin down) (eV): -13.9 / -13.9
LUMO energy (spin up / spin down) (hartree): -0.2194 / -0.2194

```
! wB97M-V def2-TZVPD RIJCOSX def2/J DEFGRID3
* xyz 1 1
C -2.971 1.621 0.552
C 2.224 -0.515 -1.076
C -2.499 0.393 0.339
C -0.165 -0.180 -0.431
N 0.946 -0.516 -0.868
N -1.258 -0.028 0.021
Br 3.369 -1.633 1.235
H -4.002 1.736 0.794
H -2.335 2.487 0.829
H 2.692 0.506 -1.133
H 2.531 -1.490 -1.458
H -3.155 -0.437 0.462
H 4.623 -1.945 0.734
*
```

=====

Molecular formula: C4H6BrNOS
Method: DFT, ωB97M-V/def2-TZVPD

## Properties
Electronic energy (eV): -88659.267
Largest force on an atom (eV Å⁻¹): 3.04
Frontier orbital gap (eV): 9.58
E_HOMO (eV): -9.1
SMILES string: CC(=O)S/N=C\CBr
LUMO energy (hartree): 0.0191

```
! wB97M-V def2-TZVPD RIJCOSX def2/J DEFGRID3
* xyz 0 1
C -0.166 1.387 -1.510
C -0.038 1.798 -0.088
C 0.488 -1.221 0.148
C 0.135 -2.198 1.240
N -0.592 0.265 -1.928
O 1.413 -0.497 0.024
S -0.954 -1.097 -0.976
Br -0.744 3.569 0.225
H 0.052 2.214 -2.230
H -0.682 1.127 0.414
H -0.115 -1.467 2.003
H 0.946 -2.820 1.395
H -0.783 -2.714 1.103
H 1.040 1.655 0.179
*
```

=====

Molecular formula: C4H6BrNS
Method: DFT, ωB97M-V/def2-TZVPD

## Properties
Electronic energy (eV): -86611.483
Largest force on an atom (eV Å⁻¹): 4.34
Frontier orbital gap (eV): 9.17
E_HOMO (eV): -8.5
SMILES string: NC(=S)C1(Br)CC1
LUMO energy (hartree): 0.0242

```
! wB97M-V def2-TZVPD RIJCOSX def2/J DEFGRID3
* xyz 0 1
C -0.439 -1.015 -0.713
C 0.037 0.569 1.474
C -0.430 1.603 0.510
C 0.294 0.338 -0.041
N 0.374 -1.697 -1.443
S -1.974 -1.371 -0.253
Br 2.027 0.697 -0.568
H 0.956 0.637 2.093
H -0.710 -0.187 1.838
H -1.494 1.533 0.374
H 0.027 2.700 0.425
H 1.122 -1.140 -1.826
H 0.209 -2.668 -1.871
*
```

=====

What is the formula in the third record?
C4H6BaFO4